14
Properties=species:S:1:pos:R:3:mulliken_charge:R:1 method="wB97M-V/def2-TZVPD" total_energy_ha=-837.692472 e_homo_ev=-14.4 total_charge=+1 spin_multiplicity=1 orbital_gap_ev=8.628
Cl 1.251 1.894 1.303 -0.117
O -0.461 0.413 2.930 -0.560
O -1.344 -0.975 1.536 -0.486
N -0.531 -0.989 -1.014 -0.280
N -0.565 0.075 1.782 0.823
C 0.066 0.574 0.772 -0.061
C 1.047 0.673 -1.573 -1.228
C 0.183 -0.026 -0.519 0.892
H -1.767 -1.225 2.401 0.421
H -0.425 -1.537 -1.814 0.249
H 1.910 0.055 -1.924 0.344
H -1.249 -1.516 -0.439 0.273
H 1.373 1.608 -1.067 0.327
H 0.512 0.977 -2.374 0.405

***

14
Properties=species:S:1:pos:R:3:mulliken_charge:R:1 method="wB97M-V/def2-TZVPD" total_energy_ha=-307.668492 smiles="C[C@H](C=O)CO" e_homo_ev=-9.6 total_charge=0 spin_multiplicity=1 orbital_gap_ev=10.285
O -1.979 1.414 -0.752 -0.494
O 1.984 0.936 0.223 -0.502
C -1.161 -1.112 0.210 -1.420
C -0.806 1.300 -0.480 -0.106
C 1.184 -0.202 -0.032 -0.658
C -0.269 0.123 0.317 0.549
H 1.236 -0.489 -1.098 0.339
H -1.128 -1.547 -0.796 0.339
H 2.877 0.761 -0.098 0.306
H -0.845 -1.881 0.923 0.394
H -2.200 -0.848 0.420 0.365
H -0.343 0.519 1.339 0.203
H 1.524 -1.077 0.546 0.328
H -0.075 2.102 -0.723 0.357

***

17
Properties=species:S:1:pos:R:3:mulliken_charge:R:1 method="wB97M-V/def2-TZVPD" total_energy_ha=-272.601682 smiles="C[C@]12C=C[C@H](C1)C2" e_homo_ev=-8.5 total_charge=0 spin_multiplicity=1 orbital_gap_ev=9.475
C 0.828 0.464 -0.860 -0.577
C 1.357 -0.816 -0.169 -0.273
C -0.858 -1.076 -0.222 -0.597
C 0.766 -0.213 1.143 -0.524
C 0.229 -1.774 -0.580 -0.479
C -1.369 1.353 0.424 -1.714
C -0.347 0.277 0.185 0.703
H 2.408 -1.116 -0.216 0.447
H 1.433 1.355 -0.658 0.297
H -1.869 -1.395 -0.434 0.404
H 1.353 0.616 1.544 0.329
H -0.893 2.286 0.731 0.362
H -0.083 -2.032 -1.590 0.280
H 0.452 -0.903 1.933 0.306
H 0.608 0.391 -1.932 0.313
H -2.075 1.037 1.196 0.371
H -1.941 1.548 -0.495 0.351

***

89
Properties=species:S:1:pos:R:3:mulliken_charge:R:1 method="wB97M-V/def2-TZVPD" total_energy_ha=-5030.557019 e_homo_ev=-8.2 total_charge=0 spin_multiplicity=1 orbital_gap_ev=8.512
S -3.713 -7.169 0.121 0.524
S 0.169 -6.806 -6.300 0.459
S 2.069 8.740 4.418 0.470
S 1.403 4.640 -0.291 0.492
S 0.375 10.150 -0.471 0.401
S 2.465 -3.244 -2.395 0.538
S -5.687 -2.270 0.892 0.617
P -1.415 -0.189 1.308 0.937
P -0.332 -2.104 1.284 -0.079
O -2.973 -0.324 2.023 -0.503
O -0.647 0.930 2.035 -0.712
O -1.530 0.298 -0.328 -0.538
O 0.387 -6.101 -5.001 -0.544
O -5.898 -3.727 1.155 -0.660
O -2.711 -7.227 1.227 -0.631
O 3.194 -2.968 -1.118 -0.663
O -0.420 8.933 -0.825 -0.597
O 2.694 5.392 -0.370 -0.648
O 2.398 9.686 3.309 -0.552
O 2.809 0.478 1.865 -0.558
N 4.831 -0.654 2.023 -0.539
C 2.568 -2.017 1.748 0.148
C -0.284 -8.511 -5.918 -0.929
C -0.277 10.786 1.088 -0.788
C -5.085 -2.108 -0.801 -1.000
C 3.437 8.791 5.594 -0.998
C 1.795 -7.191 -6.985 -0.950
C -5.322 -6.839 0.866 -0.771
C 1.560 3.434 1.041 -0.550
C 3.228 -2.236 -3.682 -0.975
C 1.140 -1.904 2.455 -0.666
C 2.399 7.070 3.819 -0.376
C 0.213 5.701 0.552 -0.091
C 3.386 -0.643 1.864 0.359
C -4.076 -8.868 -0.369 -0.902
C -7.308 -1.537 0.588 -1.018
C 1.954 9.591 0.200 -0.524
C 3.055 -4.830 -3.022 -0.916
H -4.892 -8.873 -1.093 0.324
H -5.032 -1.051 -1.070 0.374
H 1.896 3.928 1.954 0.193
H -0.707 5.143 0.737 0.378
H 0.631 6.054 1.495 -0.324
H -5.312 -5.829 1.278 0.226
H 2.724 -5.616 -2.343 0.312
H -5.749 -2.638 -1.486 0.373
H 2.801 -2.498 -4.652 0.361
H 1.065 -2.730 3.242 0.383
H 2.400 -7.711 -6.240 0.297
H 2.295 2.685 0.744 0.269
H 3.290 8.025 6.357 0.379
H 2.522 9.118 -0.602 0.376
H -1.287 11.159 0.912 0.332
H 2.536 -2.279 0.641 -0.126
H -0.007 6.556 -0.090 0.231
H 4.146 -4.829 -3.071 0.358
H 0.354 11.604 1.440 0.346
H 1.678 -7.812 -7.874 0.398
H -6.099 -6.908 0.102 0.323
H 5.193 0.242 2.359 0.297
H 0.597 2.947 1.209 0.215
H -7.835 -2.102 -0.183 0.314
H -0.309 9.989 1.832 0.183
H 3.449 9.773 6.068 0.329
H -7.881 -1.567 1.515 0.318
H 2.634 -5.009 -4.013 0.271
H 3.175 -2.808 2.308 0.305
H 1.787 8.869 1.000 -0.096
H 2.283 -6.256 -7.259 0.302
H -1.273 -3.037 1.852 0.076
H -2.813 0.042 2.928 0.295
H 1.026 -0.900 2.994 0.387
H -7.184 -0.499 0.274 0.366
H -4.086 -2.544 -0.855 0.283
H 0.450 -8.949 -5.240 0.300
H 2.511 10.448 0.580 0.347
H -0.334 -9.090 -6.842 0.368
H 2.284 6.359 4.639 0.484
H 3.018 -1.187 -3.468 0.320
H 5.326 -1.004 1.197 0.240
H -5.517 -7.555 1.666 0.344
H -1.264 -8.509 -5.441 0.308
H 4.382 8.627 5.074 0.302
H -3.183 -9.292 -0.829 0.310
H -0.587 0.368 -0.611 0.358
H 4.307 -2.395 -3.690 0.306
H 1.677 6.837 3.037 -0.549
H -4.347 -9.460 0.508 0.291
H 3.408 7.013 3.409 0.382

***

9
Properties=species:S:1:pos:R:3:mulliken_charge:R:1 method="wB97M-V/def2-TZVPD" total_energy_ha=-512.307660 e_homo_ev=-1.3 total_charge=-1 spin_multiplicity=1 orbital_gap_ev=6.007
P -0.086 -0.889 -0.956 -0.121
O 0.372 1.831 1.721 -0.788
N -0.192 0.847 1.041 -0.217
C 0.586 0.509 -0.082 -0.563
H -0.328 -0.080 1.559 0.155
H -0.170 -1.574 0.232 -0.051
H 0.649 1.414 -0.558 0.328
H -1.440 -0.286 -0.772 0.050
H 1.980 0.315 0.120 0.208